Arrangement A

Molecular formula: C3HBrClNS
Method: DFT, ωB97M-V/def2-TZVPD

Properties
HOMO-LUMO gap (spin up / spin down)	6.02 / 6.18	eV
multiplicity	1
HOMO energy (spin up / spin down)	-8.7807 / -8.8383	eV

Atoms and positions in Å:
Br (-2.7619, 0.4011, 0.3289)
C (-0.1870, 0.6002, 1.3439)
N (-0.4167, -0.4026, -0.8726)
H (0.9092, -1.0806, -2.1909)
S (2.2382, -0.1174, -0.4878)
C (-0.7855, 0.1575, 0.2833)
C (0.8044, -0.5662, -1.2450)
Cl (0.1992, 1.0081, 2.8401)

natural (NBO) atomic charge list, values in e, 5 entries: number 1, Br, carries 0.084; number 2, C, carries 0.049; number 3, N, carries -0.554; number 4, H, carries 0.209; number 5, S, carries -0.111

=====

Arrangement B

Molecular formula: C3HBrClNS
Method: DFT, ωB97M-V/def2-TZVPD

Properties
HOMO-LUMO gap	8.56	eV
multiplicity	1
SMILES	Clc1scnc1Br
HOMO energy	-9.3773	eV

Atoms and positions in Å:
C (-0.0185, -0.3829, 0.7679)
H (-1.2463, -0.6036, -2.2109)
Cl (1.8614, 1.5716, 1.4759)
S (0.2759, 1.1429, -1.5122)
Br (-0.1513, -1.2783, 2.4335)
N (-0.7713, -0.8874, -0.2384)
C (0.7575, 0.6929, 0.6323)
C (-0.7075, -0.2553, -1.3480)

natural (NBO) atomic charge list, values in e, 5 entries: number 1, C, carries -0.017; number 2, H, carries 0.217; number 3, Cl, carries 0.155; number 4, S, carries 0.206; number 5, Br, carries 0.092

=====

The relative energies come out as arrangement A 247.8; arrangement B 0.0, with values in kJ/mol.

=====

Arrangement A

Molecular formula: C5H8N4
Method: DFT, ωB97M-V/def2-TZVPD

Properties
HOMO-LUMO gap	10.91	eV
multiplicity	1
SMILES	Cn1nnnc1C1CC1
HOMO energy	-10.1877	eV

Atoms and positions in Å:
H (1.3110, 0.4024, 1.2351)
C (0.8060, -0.6793, -0.6631)
N (-2.7304, 0.3998, 0.2637)
C (-0.7733, 1.9132, -0.1076)
C (1.8108, -0.1857, 0.3452)
H (-0.0322, 1.9526, -0.7904)
N (-1.4440, 0.6739, -0.0869)
H (2.7198, 0.1000, 0.1173)
H (2.1680, -2.2752, -0.1409)
N (-1.6867, -1.4627, -0.0363)
N (-2.8178, -0.8932, 0.2300)
C (1.4900, -1.6654, 0.2024)
H (0.9365, -2.0370, 0.9404)
H (-0.3675, 1.9647, 0.8203)
C (-0.8405, -0.5316, -0.3112)
H (0.9200, -0.5160, -1.6803)
H (-1.4698, 2.8398, -0.3378)

natural (NBO) atomic charge list, values in e, 5 entries: number 1, H, carries 0.203; number 2, C, carries -0.238; number 3, N, carries -0.068; number 4, C, carries -0.394; number 5, C, carries -0.398

=====

Arrangement B

Molecular formula: C5H8N4
Method: DFT, ωB97M-V/def2-TZVPD

Properties
HOMO-LUMO gap	8.09	eV
multiplicity	1
SMILES	C/C=C/N1C=NN=CN1
HOMO energy	-7.5442	eV

Atoms and positions in Å:
H (1.5546, 1.6318, 0.0545)
H (-0.8044, 2.2247, -0.0184)
H (-1.1705, -1.6866, 0.7363)
N (-2.6342, 1.4223, -0.0255)
H (0.7003, -1.3297, -0.2829)
N (-1.5328, -1.0966, -0.0664)
H (3.6433, 0.4481, -0.8142)
C (-2.8605, -0.8763, -0.0643)
C (0.6213, -0.2440, -0.0986)
H (-3.4792, -1.7707, -0.0207)
N (-3.4341, 0.2698, -0.0190)
C (-1.3575, 1.2755, -0.0160)
H (3.6568, 0.2333, 0.8378)
N (-0.7114, 0.0655, -0.0288)
H (3.0630, -1.1173, -0.1645)
C (1.6799, 0.5548, -0.0008)
C (3.0653, -0.0047, -0.0084)

natural (NBO) atomic charge list, values in e, 5 entries: number 1, H, carries 0.203; number 2, H, carries 0.207; number 3, H, carries 0.375; number 4, N, carries -0.332; number 5, H, carries 0.203

=====

The relative energies come out as arrangement A 32.7; arrangement B 0.0, with values in kJ/mol.

=====

Arrangement A

Molecular formula: H4N2OS
Method: DFT, ωB97M-V/def2-TZVPD

Properties
HOMO-LUMO gap	10.48	eV
multiplicity	1
HOMO energy	-9.7137	eV

Atoms and positions in Å:
H (-0.9706, -1.2486, -0.8139)
N (-0.0991, -1.2333, -0.1790)
O (1.1934, 1.0288, -0.6180)
H (0.7552, 1.1628, -1.4631)
N (-1.0436, 0.5955, 1.0481)
H (0.8017, -1.6408, -0.5034)
H (-0.9619, 1.2926, 1.7750)
S (0.3250, 0.0431, 0.7542)

natural (NBO) atomic charge list, values in e, 5 entries: number 1, H, carries 0.430; number 2, N, carries -1.061; number 3, O, carries -1.004; number 4, H, carries 0.467; number 5, N, carries -1.086

=====

Arrangement B

Molecular formula: H4N2OS
Method: DFT, ωB97M-V/def2-TZVPD

Properties
HOMO-LUMO gap	10.17	eV
multiplicity	1
HOMO energy	-10.3409	eV

Atoms and positions in Å:
H (2.5322, -1.6223, -0.5123)
O (-2.6119, 0.4898, 0.0708)
H (-3.0051, -0.2332, -0.4131)
H (-1.7755, 0.6258, -0.3456)
N (0.5345, 0.7911, 0.4192)
S (1.0031, -0.2359, -0.5046)
H (1.1243, 1.1247, 1.2116)
N (2.1984, -0.9399, 0.0740)

natural (NBO) atomic charge list, values in e, 5 entries: number 1, H, carries 0.359; number 2, O, carries -0.933; number 3, H, carries 0.460; number 4, H, carries 0.470; number 5, N, carries -1.048

=====

The relative energies come out as arrangement A 22.6; arrangement B 0.0, with values in kJ/mol.

=====

Arrangement A

Molecular formula: C6H8N4
Method: DFT, ωB97M-V/def2-TZVPD

Properties
HOMO-LUMO gap	7.46	eV
multiplicity	1
HOMO energy	-7.7367	eV

Atoms and positions in Å:
H (1.9360, 1.8139, 0.2053)
H (-1.5038, -1.6144, 0.6581)
H (-2.0873, -1.2562, -1.5354)
C (2.1787, 0.9694, 0.9091)
C (-1.2836, -0.6541, 0.3383)
H (2.6988, 1.0887, 1.8591)
N (1.0497, 0.5666, 3.3125)
H (-2.1658, 0.0561, 0.6409)
C (-0.7434, -0.9007, 3.4394)
C (-1.0815, -2.1968, 3.4653)
N (-1.3338, -3.3349, 3.3173)
N (0.8939, 0.4593, 1.3631)
C (-0.0144, -0.1593, 0.9128)
H (-1.0433, 0.1130, -1.7532)
C (-1.1134, -0.8280, -1.1906)
H (-0.2434, -1.4791, -1.2115)
H (2.6389, 0.1005, 0.2010)
N (0.2425, -0.2058, 3.6704)

natural (NBO) atomic charge list, values in e, 5 entries: number 1, H, carries 0.231; number 2, H, carries 0.260; number 3, H, carries 0.223; number 4, C, carries -0.430; number 5, C, carries -0.492

=====

Arrangement B

Molecular formula: C6H8N4
Method: DFT, ωB97M-V/def2-TZVPD

Properties
HOMO-LUMO gap	9.45	eV
multiplicity	1
SMILES	c1c[nH]cn1.c1c[nH]cn1
HOMO energy	-8.6585	eV

Atoms and positions in Å:
N (3.4691, 1.9129, -0.3867)
N (-3.8182, -2.8380, 1.2089)
C (-3.9081, -1.5440, 1.2787)
H (-4.6533, -3.4240, 1.1334)
C (4.0931, 2.0312, -1.5382)
H (1.2716, 3.2517, -2.3475)
H (-4.8369, -0.9747, 1.2432)
H (-2.1022, -4.1512, 0.7417)
N (3.2709, 2.5728, -2.4275)
H (3.8312, 1.5092, 0.4807)
C (-1.8021, -1.9876, 1.0122)
N (-2.7156, -0.9494, 1.2649)
C (2.1097, 2.8565, -1.7734)
H (-0.7425, -1.7456, 0.9301)
H (1.5847, 2.3895, 0.3715)
C (-2.4733, -3.1470, 0.9466)
H (5.1500, 1.7972, -1.6655)
C (2.2719, 2.4404, -0.4730)

natural (NBO) atomic charge list, values in e, 5 entries: number 1, N, carries -0.499; number 2, N, carries -0.521; number 3, C, carries 0.170; number 4, H, carries 0.419; number 5, C, carries 0.131

=====

The relative energies come out as arrangement A 586.5; arrangement B 0.0, with values in kJ/mol.

=====

Arrangement A

Molecular formula: C4H11NO3
Method: DFT, ωB97M-V/def2-TZVPD

Properties
HOMO-LUMO gap (spin up / spin down)	10.16 / 6.23	eV
multiplicity	2
HOMO energy (spin up / spin down)	-14.3273 / -14.3272	eV
net charge	+1

Atoms and positions in Å:
H (-0.5259, 2.0636, -1.3879)
H (2.5077, -1.0228, 1.2735)
N (1.0305, -2.4203, 0.4118)
O (-0.3872, 2.7486, 0.6121)
O (-0.9398, 1.9062, -2.2601)
H (-0.9656, 2.8299, -2.5498)
H (1.0087, -3.3369, 0.7564)
C (1.2785, -0.3365, -0.4064)
H (-0.8248, -0.1004, 1.3539)
C (-0.0064, -2.2775, -0.4645)
H (0.4418, 2.8716, 1.0974)
C (0.1294, -0.9430, -0.9925)
H (-0.8600, -2.9561, -0.5465)
H (1.5019, 0.7312, -0.4410)
H (-0.9134, 2.0839, 1.0499)
O (-1.3643, 0.1446, 2.0788)
H (-2.2975, -0.1991, 1.7060)
C (1.8120, -1.3558, 0.4222)
H (-0.6257, -0.4310, -1.7133)

natural (NBO) atomic charge list, values in e, 5 entries: number 1, H, carries 0.477; number 2, H, carries 0.279; number 3, N, carries -0.529; number 4, O, carries -0.967; number 5, O, carries -0.967

=====

Arrangement B

Molecular formula: C4H11NO3
Method: DFT, ωB97M-V/def2-TZVPD

Properties
HOMO-LUMO gap (spin up / spin down)	10.43 / 6.43	eV
multiplicity	2
HOMO energy (spin up / spin down)	-14.4736 / -14.4658	eV
net charge	+1

Atoms and positions in Å:
C (0.4518, 2.3072, 0.5121)
H (-0.1503, 0.4352, 2.9578)
H (-0.6795, -2.3589, -2.0584)
H (-2.0442, -0.8932, -0.6554)
C (-0.4849, 1.3627, 0.1290)
C (0.1914, 0.1249, -0.2220)
H (0.8502, -2.3659, -2.5638)
O (-2.1775, -1.7168, -1.1003)
H (-0.2627, -1.0500, 2.7590)
H (2.3818, -0.2392, 0.1541)
O (-0.1107, -1.8492, -2.6829)
O (0.3572, -0.3574, 3.0797)
H (-2.5776, -1.3715, -1.9556)
H (-1.5209, 1.3244, -0.0529)
H (2.4930, 1.9406, 0.9018)
C (1.5282, 0.3457, 0.0872)
H (-0.2115, -0.6942, -0.7604)
N (1.6869, 1.7310, 0.4399)
H (0.2792, 3.3247, 1.0314)

natural (NBO) atomic charge list, values in e, 5 entries: number 1, C, carries 0.190; number 2, H, carries 0.459; number 3, H, carries 0.492; number 4, H, carries 0.451; number 5, C, carries -0.242

=====

The relative energies come out as arrangement A 0.0; arrangement B 39.1, with values in kJ/mol.

=====

Arrangement A

Molecular formula: C3H6FN
Method: DFT, ωB97M-V/def2-TZVPD

Properties
HOMO-LUMO gap (spin up / spin down)	7.02 / 8.52	eV
multiplicity	1
HOMO energy (spin up / spin down)	-6.5330 / -7.6822	eV

Atoms and positions in Å:
H (1.5284, -0.0936, 1.1216)
H (0.9579, 1.6371, 1.0539)
N (-1.1247, -1.2702, 0.1044)
C (0.5530, 0.4689, -0.7643)
H (-0.4795, -2.0021, -0.1437)
H (1.0151, -0.3339, -1.3369)
H (-1.5836, -1.3764, 0.9998)
C (1.2163, 0.7412, 0.5159)
F (-1.6765, 0.9022, 0.2036)
H (0.4540, 1.3485, -1.3981)
C (-0.8605, -0.0216, -0.3560)

natural (NBO) atomic charge list, values in e, 5 entries: number 1, H, carries 0.166; number 2, H, carries 0.178; number 3, N, carries -0.831; number 4, C, carries -0.529; number 5, H, carries 0.395

=====

Arrangement B

Molecular formula: C3H6FN
Method: DFT, ωB97M-V/def2-TZVPD

Properties
HOMO-LUMO gap	11.48	eV
multiplicity	1
SMILES	[H]/N=C\F.C=C
HOMO energy	-10.3105	eV

Atoms and positions in Å:
H (-0.7971, -0.0813, 3.1710)
C (-0.7026, -0.2161, 2.0277)
C (0.0859, 0.4636, -1.6953)
C (1.0599, -0.2924, -1.2219)
H (1.8740, 0.3385, -0.7180)
F (0.1255, -1.2891, 1.7662)
H (0.1687, 1.5091, -1.3198)
H (0.9838, -1.3841, -1.2375)
N (-1.1238, 0.4955, 1.1373)
H (-0.8734, 0.1964, -2.0675)
H (-0.8009, 0.2600, 0.1578)

natural (NBO) atomic charge list, values in e, 5 entries: number 1, H, carries 0.163; number 2, C, carries 0.484; number 3, C, carries -0.436; number 4, C, carries -0.368; number 5, H, carries 0.212

=====

The relative energies come out as arrangement A 119.0; arrangement B 0.0, with values in kJ/mol.